Below is a 11-piece molecular cluster, C38H77N11O6 overall at a distorted geometry, with properties calculated with ωB97M-V/def2-TZVPD.

Geometry as XYZ:
```
132
Properties=species:S:1:pos:R:3
C 13.589 14.626 15.292
H 6.552 14.004 13.658
C 12.828 14.669 20.231
C 16.559 12.616 18.035
H 10.372 6.733 16.749
H 6.765 14.841 15.157
C 7.810 18.155 13.070
H 13.468 16.469 19.141
H 17.234 11.383 13.377
H 10.864 11.257 17.164
H 11.890 11.105 18.539
H 11.578 6.337 17.857
H 7.689 12.350 15.014
C 15.069 10.239 19.336
H 15.419 13.039 14.193
H 14.023 18.364 12.904
H 9.601 14.583 15.807
C 13.235 18.544 12.131
H 8.366 17.895 9.601
H 19.120 14.747 15.430
H 17.861 11.462 11.006
H 10.207 11.442 18.769
H 13.902 14.957 18.417
C 8.476 13.608 17.239
N 16.983 12.511 16.966
O 11.511 11.488 14.594
C 12.543 16.722 8.888
H 15.636 10.607 15.229
C 14.834 11.809 19.484
N 17.024 15.801 19.170
C 7.374 17.886 11.571
C 10.751 7.041 17.704
C 10.914 10.851 18.154
H 14.369 13.940 22.800
C 9.127 13.580 15.927
C 13.564 16.115 15.625
H 13.310 19.637 11.872
H 12.880 17.356 8.042
H 9.743 19.358 16.443
O 11.446 18.410 10.138
C 12.722 21.147 14.587
H 15.812 11.532 12.325
C 12.178 9.200 14.027
H 14.008 16.768 14.856
N 13.606 10.960 15.050
H 14.191 15.954 21.229
H 12.281 18.350 12.624
H 10.003 6.995 18.473
H 6.982 16.863 11.567
H 11.059 8.994 14.062
C 8.629 17.915 10.705
H 12.297 14.375 12.286
H 12.550 9.257 12.969
C 15.706 14.466 12.729
H 8.213 19.180 13.179
H 16.711 15.072 15.980
H 19.492 16.341 16.033
N 10.640 9.419 18.173
H 17.150 13.041 10.810
H 18.906 15.037 17.142
N 13.407 17.658 10.981
H 8.955 12.985 13.942
H 16.941 12.288 20.107
C 14.731 9.988 15.138
H 12.758 13.535 22.388
H 13.771 11.875 15.444
H 15.178 9.788 18.343
N 8.130 13.627 18.347
N 15.251 15.334 12.167
H 16.060 10.121 19.832
C 11.366 8.440 17.635
C 16.265 13.321 13.511
H 9.995 12.896 16.012
C 12.417 17.669 10.050
O 14.041 13.810 16.113
H 12.753 13.242 14.098
H 12.674 8.449 14.588
H 14.163 12.109 18.625
N 11.662 20.670 15.396
H 17.297 16.281 14.855
C 13.121 15.439 19.002
H 11.414 15.513 13.380
C 10.546 19.459 17.146
H 10.684 18.476 17.636
H 12.466 16.259 15.677
H 14.739 9.339 16.037
H 8.489 17.350 13.416
H 15.963 17.450 16.747
N 13.511 15.175 21.300
C 7.349 14.400 14.309
H 13.431 21.743 15.208
H 12.359 21.687 13.722
C 8.256 13.246 14.765
O 12.484 8.670 17.191
C 9.330 16.679 10.866
H 11.569 16.295 8.603
H 13.051 14.935 23.407
C 17.381 15.929 15.883
H 6.590 18.564 11.156
H 16.010 13.634 19.744
C 16.131 12.638 19.400
C 18.790 15.503 16.147
H 7.907 15.209 13.869
H 14.219 17.094 10.825
H 14.296 12.100 20.381
H 14.855 9.496 14.184
H 18.522 12.871 11.846
C 12.383 15.046 13.130
H 13.070 15.816 12.781
O 12.101 13.680 20.247
N 12.931 14.240 14.194
H 12.262 15.550 18.321
H 9.716 9.151 18.494
H 13.297 20.343 14.176
H 9.273 18.786 10.852
C 11.839 19.955 16.516
H 13.310 15.952 9.033
C 16.966 17.035 16.848
H 14.272 9.782 19.923
C 12.412 10.629 14.581
H 6.938 18.289 13.684
O 12.977 19.631 16.887
C 17.600 12.398 11.535
C 16.633 12.062 12.696
H 13.904 16.342 16.635
C 13.422 14.395 22.532
H 10.734 20.869 15.014
N 9.863 15.707 11.183
H 17.779 17.796 16.771
H 10.198 20.172 17.954
C 16.915 16.420 18.194
H 17.093 13.772 14.104
```

## Properties
Structure (SMILES): CNC(C)=O.CNC(C)=O.CNC(C)=O.CNC(C)=O.CNC(C)=O.CNC(C)=O.CCCC#N.CCCC#N.CCCC#N.CCCC#N.CCCC#N
Energy relative to the best compared isomer or geometry (same formula, charge and spin) (kcal/mol): 0.0
Frontier orbital gap (eV): 9.67
Charge: 0
2S+1: 1

These are the Mulliken partial charges, in e, on atoms 1 to 99:
1 C 0.43
2 H 0.39
3 C 0.37
4 C 0.42
5 H 0.28
6 H 0.34
7 C -0.98
8 H 0.45
9 H 0.35
10 H -0.36
11 H -0.12
12 H 0.31
13 H 0.45
14 C -1.17
15 H -0.85
16 H 0.36
17 H -0.05
18 C -1.23
19 H 0.28
20 H 0.35
21 H 0.41
22 H 0.38
23 H -0.27
24 C 0.11
25 N -0.50
26 O -0.71
27 C -1.15
28 H 0.27
29 C 0.49
30 N -0.56
31 C -0.52
32 C -1.26
33 C 0.07
34 H 0.35
35 C 1.73
36 C -1.24
37 H 0.37
38 H 0.34
39 H 0.26
40 O -0.65
41 C -0.75
42 H 0.43
43 C -1.57
44 H 0.22
45 N 1.14
46 H 0.26
47 H 0.39
48 H 0.40
49 H 0.32
50 H 0.26
51 C -0.37
52 H 0.40
53 H 0.36
54 C 0.11
55 H 0.33
56 H -0.74
57 H 0.43
58 N -0.04
59 H 0.40
60 H 0.31
61 N -0.01
62 H 0.29
63 H 0.43
64 C -1.15
65 H 0.31
66 H -0.41
67 H 0.01
68 N -0.60
69 N -0.48
70 H 0.41
71 C 0.69
72 C 1.74
73 H -1.19
74 C 0.76
75 O -0.21
76 H 0.00
77 H 0.47
78 H -0.36
79 N -0.11
80 H 0.51
81 C -0.18
82 H 0.11
83 C -0.90
84 H 0.18
85 H 0.38
86 H 0.02
87 H 0.05
88 H 0.02
89 N -0.19
90 C -1.00
91 H 0.29
92 H 0.40
93 C -0.47
94 O -0.61
95 C 0.28
96 H 0.27
97 H 0.32
98 C 0.84
99 H 0.36


Below is a 9-piece molecular cluster, C38H79O20PS8 overall at a distorted geometry, with properties calculated with ωB97M-V/def2-TZVPD.

Geometry as XYZ:
```
146
Properties=species:S:1:pos:R:3
H -8.623 33.008 12.290
C 4.111 36.406 11.688
H -1.917 31.922 12.213
H -4.452 37.111 10.016
O -6.075 35.098 8.680
O -4.853 30.664 17.063
H -2.399 38.662 12.565
O -1.380 33.646 14.300
H -2.383 29.506 17.569
C 2.101 31.206 14.576
H -8.560 33.419 13.978
H 3.875 31.346 16.487
C -1.589 39.860 14.292
H -0.791 39.625 14.996
C 1.648 31.069 9.402
S 0.016 30.299 9.757
C -2.752 28.898 16.742
C 2.849 36.813 12.527
O 2.678 33.630 17.292
O -4.415 37.453 13.961
H 3.970 36.883 10.718
C -1.877 28.722 15.524
S -5.768 30.307 6.507
H -2.835 41.248 15.556
C 3.564 31.405 14.278
H 1.755 30.706 7.206
H -4.600 32.570 11.994
C 1.521 32.412 15.257
H -7.660 31.778 9.277
H -0.858 28.381 15.708
H 5.041 36.795 12.103
O -6.082 30.751 5.163
C -9.682 31.547 13.678
C -7.003 31.761 8.408
C -2.861 40.313 14.996
H 0.951 36.510 11.382
C -3.336 39.053 15.792
H 2.720 28.393 9.127
C 0.534 28.669 8.948
H -10.435 35.625 8.411
O -5.221 28.958 6.744
C -9.899 35.593 9.360
H -5.890 36.362 11.883
H -1.039 37.851 13.397
C -1.756 32.898 11.754
H -5.422 30.986 9.478
H -4.381 38.986 16.095
H -2.667 38.902 16.640
H -6.054 34.381 5.991
H -3.099 32.120 10.207
H -2.658 33.804 10.188
O -0.998 30.939 8.875
H -1.671 29.969 13.757
C -2.970 32.993 10.846
H -0.138 28.624 8.091
O -4.996 28.987 15.149
H 3.279 30.595 7.976
H -10.261 34.751 9.951
H -9.100 31.783 15.706
S -4.178 29.897 16.047
H -1.328 40.664 13.603
H -6.923 36.470 7.341
C -1.733 30.103 14.837
H -3.135 28.000 17.227
C -7.791 30.473 14.801
C 1.991 28.836 8.448
H 0.953 32.156 16.151
H 2.249 30.788 10.268
S 2.245 34.521 11.169
O 2.016 33.239 11.828
H 4.373 34.240 12.240
C -5.413 31.812 8.766
H -0.751 32.921 11.331
C -10.035 36.845 10.193
O -6.007 32.577 14.436
H -5.233 35.921 5.632
H -7.843 29.641 14.099
O -8.584 35.371 8.910
H -3.924 35.480 12.716
O -1.229 35.509 12.610
H -9.709 30.829 12.858
C -4.603 31.500 7.468
C -1.866 38.553 13.509
H 1.163 35.724 13.013
C -5.998 35.945 7.578
C 1.635 36.022 12.076
C -8.591 32.574 13.289
H -4.855 34.081 11.131
H 0.384 27.888 9.693
H 1.509 32.149 9.451
O -2.465 36.537 15.292
H 3.005 36.644 13.592
O -7.309 34.368 10.916
H -5.148 32.733 9.285
S 2.926 33.417 15.878
C -6.175 37.239 11.302
H -7.350 32.645 7.873
C 4.081 31.957 15.608
H -9.887 36.604 11.245
H -4.307 38.438 11.038
C -5.394 35.152 6.388
C -7.315 30.450 7.610
H -4.063 34.112 13.766
H 3.798 32.068 13.445
H -0.869 30.662 15.196
H 4.135 30.490 14.115
O -6.423 31.003 12.510
H -3.499 31.219 14.131
S -3.127 37.644 14.623
O 1.916 34.674 9.812
H -2.862 31.772 15.705
H 4.651 34.504 10.575
H -9.836 30.123 15.387
H 2.251 28.228 7.582
C -3.622 34.438 12.824
C -9.187 30.926 15.038
H 1.940 30.391 15.282
H -7.360 29.514 8.167
H -11.048 37.232 10.086
H 1.494 30.868 13.736
S -6.957 31.725 13.673
H -9.333 37.646 9.961
H -5.558 38.528 9.810
H -6.562 38.021 11.955
H -8.226 30.407 7.014
H -10.642 32.022 13.883
H 2.575 37.865 12.445
C 2.226 30.354 8.124
H -3.630 40.416 14.230
H 0.840 33.081 14.730
H -4.444 34.804 6.793
H -4.622 32.374 6.818
P -7.270 35.327 9.802
H -3.630 31.012 7.523
H -2.252 27.850 14.987
O -0.213 30.112 11.170
H 5.071 32.411 15.659
C -4.114 33.490 11.669
C -5.069 37.858 10.517
H -7.180 30.198 15.660
C -3.007 30.910 15.053
H -5.375 36.800 7.839
O -7.048 36.836 10.315
C 4.049 34.865 11.408
S -1.768 34.245 13.028
O 3.208 34.505 14.962
```

## Properties
Structure (SMILES): CCOP(=O)(OCC)OCC.O=S1(=O)CCCC1.O=S1(=O)CCCC1.O=S1(=O)CCCC1.O=S1(=O)CCCC1.O=S1(=O)CCCC1.O=S1(=O)CCCC1.O=S1(=O)CCCC1.O=S1(=O)CCCC1
Energy relative to the best compared isomer or geometry (same formula, charge and spin) (kcal/mol): 81.2
Frontier orbital gap (eV): 9.78
Charge: 0
2S+1: 1

These are the Mulliken partial charges, in e, on atoms 1 to 99:
1 H 0.06
2 C -0.80
3 H -0.25
4 H 0.10
5 O 0.09
6 O -0.75
7 H 0.17
8 O -0.62
9 H 0.33
10 C -0.21
11 H 0.42
12 H 0.37
13 C -0.64
14 H 0.33
15 C -0.50
16 S 1.12
17 C -0.95
18 C -0.76
19 O -0.71
20 O -0.54
21 H 0.31
22 C -0.91
23 S 1.14
24 H 0.38
25 C -0.21
26 H 0.32
27 H -0.46
28 C 0.00
29 H 0.23
30 H 0.43
31 H 0.39
32 O -0.67
33 C -0.68
34 C -0.61
35 C -0.53
36 H 0.52
37 C -0.99
38 H 0.30
39 C -0.80
40 H 0.37
41 O -0.67
42 C -0.27
43 H -0.06
44 H -0.11
45 C 0.17
46 H 0.44
47 H 0.44
48 H 0.34
49 H 0.27
50 H 0.77
51 H 0.11
52 O -0.64
53 H 0.01
54 C -0.73
55 H 0.34
56 O -0.70
57 H 0.37
58 H 0.19
59 H 0.32
60 S 1.36
61 H 0.34
62 H 0.45
63 C 0.71
64 H 0.50
65 C -0.62
66 C -0.67
67 H 0.56
68 H 0.30
69 S 1.19
70 O -0.19
71 H 0.16
72 C 0.85
73 H 0.14
74 C -1.03
75 O -0.66
76 H 0.48
77 H 0.37
78 O -0.33
79 H -0.35
80 O -0.49
81 H 0.32
82 C -0.55
83 C 0.08
84 H -0.10
85 C -0.31
86 C -0.29
87 C -0.61
88 H -1.67
89 H 0.38
90 H 0.22
91 O -0.61
92 H 0.23
93 O 0.10
94 H -0.89
95 S 0.87
96 C 0.27
97 H 0.24
98 C -0.91
99 H 0.30


Below is a 5-piece molecular cluster, C38H82IN6O11 overall at a distorted geometry, with properties calculated with ωB97M-V/def2-TZVPD.

Geometry as XYZ:
```
138
Properties=species:S:1:pos:R:3
C -3.423 -5.665 1.300
H 4.411 3.298 -2.205
H 0.257 12.099 1.657
C -4.558 -3.362 2.942
H -0.175 -3.015 3.552
N -2.143 -5.520 1.001
H 2.259 11.331 0.473
H -4.374 -5.433 -3.054
C -5.963 -6.628 -2.311
H 2.331 11.028 2.217
C -1.135 -2.676 3.929
C -7.442 -6.352 -2.468
H 7.603 3.526 0.777
H -7.654 -5.829 -3.386
N -0.768 1.580 2.023
H 4.543 -8.259 -4.324
H -0.107 -1.509 0.684
H 2.154 3.711 -1.401
H -0.938 4.253 2.095
C 3.769 2.956 1.324
H 2.595 -5.133 -2.193
C -3.769 -5.894 2.733
H 3.352 2.233 2.027
C -4.439 -5.663 0.312
H -6.493 -8.037 2.849
H -2.312 0.661 -0.821
H -3.268 3.108 2.434
H 2.320 10.613 -1.961
H -1.779 1.565 1.976
H 1.619 -7.480 -4.045
N 2.055 9.297 1.088
H -4.048 -4.682 4.486
H -0.632 -0.351 2.726
H 1.358 9.131 -1.741
H 3.211 -7.047 -2.176
C -4.989 -5.447 -2.171
H -4.427 -6.749 2.748
C -0.986 3.833 1.087
H 3.409 -7.941 -5.643
H 8.698 4.743 1.475
H 5.093 -6.176 -2.829
C 5.086 -5.933 -3.898
C 4.208 4.198 -1.618
H -3.151 4.864 2.174
O -1.198 -1.715 4.638
C 2.473 -8.102 -3.738
H -0.113 10.443 2.156
C -1.201 9.799 0.092
C 4.029 9.426 -0.527
H 7.510 6.023 -0.022
C -3.309 -2.532 3.188
N -1.849 -5.404 -0.288
H 1.095 -5.250 -3.143
N 2.792 -7.955 -2.323
C 1.661 -8.105 -1.423
H -1.708 9.844 -0.870
H -0.381 2.124 -0.004
H -7.950 -7.304 -2.526
H -4.861 -3.346 1.904
C 0.536 -7.084 -1.518
H 7.754 3.684 2.538
H 3.592 3.961 1.713
H 2.215 -9.146 -3.937
O 6.675 5.165 1.681
O -0.274 10.864 0.127
H 5.074 9.105 -0.555
H 2.047 -8.073 -0.402
C -3.296 3.900 1.677
C 3.645 -7.703 -4.603
H -1.948 9.896 0.886
O -6.852 -7.296 2.361
H -6.474 -5.447 -0.052
C -2.851 0.077 -0.073
H -2.348 -5.308 -2.257
H -0.306 -0.061 -0.295
C -0.264 2.510 1.019
H -6.072 -5.212 1.607
H 5.939 -6.423 -4.374
C -4.512 -4.766 3.517
H -0.241 -7.407 -0.817
H -5.519 -5.107 3.697
O 3.431 8.873 -1.683
O -2.014 -0.905 0.524
C -4.075 -5.505 -0.999
H 0.803 2.672 1.189
H -5.823 -7.326 -1.500
C 5.371 5.844 -0.240
H 0.079 -7.058 -2.516
H -3.277 0.755 0.670
O 0.912 -5.761 -1.122
H -3.490 -1.859 4.010
C 3.431 8.922 0.782
C 3.000 3.910 -0.737
H -0.851 -5.358 -0.534
H -7.867 -5.824 -1.629
O 3.128 2.756 0.075
H -0.494 4.534 0.406
C 1.841 10.724 1.288
C 0.369 11.047 1.382
C 6.608 6.080 0.594
H -3.673 -0.446 -0.563
H -4.276 3.897 1.204
H 0.826 0.251 1.950
H 5.728 3.854 -0.324
I -5.842 -3.463 -2.150
H 4.040 10.521 -0.582
H -2.871 -6.181 3.253
C -2.726 -5.393 -1.258
H 4.508 5.872 0.439
H 4.846 2.779 1.266
C 1.515 -4.992 -2.169
H 2.244 9.394 -3.244
H -7.032 -7.565 0.363
H -5.430 -7.936 1.004
H 1.320 -3.946 -1.969
H 1.459 8.982 0.334
N 5.453 4.585 -0.967
O -2.337 3.699 0.658
H 2.719 4.774 -0.122
H 3.932 4.984 -2.328
H 3.468 7.831 0.756
C -6.270 -7.258 1.063
C -0.640 -0.557 0.625
H 5.194 -4.857 -4.011
H -0.713 8.822 0.185
C -0.266 0.223 1.875
H -3.081 -1.910 2.333
H 6.554 7.086 1.020
O 3.868 -6.301 -4.522
H -5.663 -7.146 -3.211
C 2.280 9.541 -2.165
O -2.191 -3.365 3.505
H 1.230 -9.100 -1.567
H 4.071 9.242 1.610
H 5.262 6.663 -0.957
H -5.346 -2.840 3.466
C 7.737 4.237 1.600
C -5.850 -5.816 0.743
```

## Properties
Frontier orbital gap (eV): 5.70
Charge: +1
2S+1: 1

These are the Mulliken partial charges, in e, on atoms 1 to 99:
1 C 0.84
2 H 0.38
3 H 0.40
4 C -0.56
5 H 0.44
6 N -1.01
7 H 0.20
8 H 0.76
9 C -0.19
10 H 0.35
11 C -0.02
12 C -1.60
13 H 0.30
14 H 0.45
15 N -0.35
16 H 0.41
17 H 0.33
18 H 0.44
19 H 0.47
20 C -0.66
21 H 0.20
22 C -1.14
23 H 0.29
24 C 1.17
25 H 0.36
26 H 0.38
27 H 0.29
28 H 0.31
29 H 0.08
30 H 0.13
31 N -0.26
32 H 0.53
33 H 0.19
34 H 0.19
35 H 0.07
36 C -1.43
37 H 0.60
38 C -0.85
39 H 0.40
40 H 0.36
41 H 0.32
42 C -0.74
43 C -1.20
44 H 0.35
45 O -0.50
46 C -0.14
47 H 0.40
48 C -0.66
49 C -0.70
50 H 0.45
51 C -0.20
52 N 0.62
53 H 0.32
54 N -0.25
55 C -1.26
56 H 0.25
57 H 0.12
58 H 0.40
59 H 0.21
60 C -0.03
61 H 0.24
62 H 0.27
63 H 0.39
64 O -0.37
65 O -0.35
66 H 0.39
67 H 0.43
68 C -0.69
69 C -0.82
70 H 0.35
71 O -0.58
72 H 0.24
73 C -0.77
74 H 0.67
75 H 0.47
76 C 0.40
77 H 0.28
78 H 0.35
79 C -1.30
80 H 0.38
81 H 0.59
82 O -0.39
83 O -0.15
84 C 0.16
85 H -0.03
86 H 0.29
87 C 0.19
88 H 0.31
89 H 0.23
90 O -0.54
91 H 0.50
92 C -0.41
93 C -0.08
94 H 0.33
95 H 0.39
96 O -0.43
97 H 0.31
98 C -0.24
99 C -0.77